Molecular formula: C12H16O3
Method: DFT, ωB97M-V/def2-TZVPD

Atoms and positions in Å:
C (0.077, 2.882, 2.572)
C (-0.879, 2.644, 1.388)
O (-2.095, 2.594, 1.620)
C (-0.493, 2.295, -0.025)
C (-0.166, 0.801, -0.228)
C (1.109, 0.385, -0.664)
C (2.281, 1.349, -0.698)
C (1.248, -0.936, -1.038)
O (2.480, -1.329, -1.400)
C (0.246, -1.882, -0.879)
C (0.464, -3.321, -1.281)
C (-0.995, -1.506, -0.314)
C (-2.013, -2.562, 0.099)
C (-1.224, -0.133, -0.051)
O (-2.476, 0.295, 0.256)
H (0.182, 1.929, 3.148)
H (1.064, 3.128, 2.169)
H (-0.286, 3.725, 3.184)
H (-1.335, 2.547, -0.669)
H (0.329, 2.957, -0.344)
H (2.226, 1.993, 0.158)
H (3.254, 0.845, -0.652)
H (2.277, 1.924, -1.660)
H (2.423, -2.217, -1.719)
H (0.494, -3.990, -0.413)
H (-0.352, -3.672, -1.930)
H (1.427, -3.463, -1.810)
H (-2.938, -2.077, 0.341)
H (-1.657, -3.144, 0.921)
H (-2.231, -3.212, -0.790)
H (-2.441, 1.151, 0.710)

As for the total energy: -18845.9396 eV. The relative energy (zero: lowest compared OMol25 entry of this formula, charge and spin) is 0.000 eV. The SMILES is CC(=O)Cc1c(C)c(O)c(C)c(C)c1O. The value obtained for the HOMO-LUMO gap is 8.3 eV. The calculation puts the LUMO energy at 0.7 eV.